No. 1
23
Properties=species:S:1:pos:R:3 method="wB97M-V/def2-TZVPD" homo_ev=-8.74 smiles="C=C(c1ccccc1)n1ccnc1" e_above_lowest_kcal_mol=76.9 lumo_ev=0.53 gap_ev=9.3
N 2.7390 -1.8050 -0.5736
N 1.7470 0.0137 -0.0414
C 3.0499 0.3444 0.2067
C 0.6629 0.9787 0.0835
C -3.1307 0.1960 -0.7268
C 1.5085 -1.2455 -0.5193
C -3.3718 -0.9975 -0.0017
C -0.7917 0.4200 -0.0569
C -0.9820 -0.8232 0.6328
C -2.2158 -1.5513 0.6746
C 0.9445 2.2400 0.2959
C -1.8767 0.9182 -0.7277
C 3.7077 -0.7780 -0.2118
H -2.2736 -2.3847 1.3135
H 0.7208 -1.5844 -1.1741
H -0.1651 -0.9105 1.5202
H 0.1230 2.9828 0.6212
H -1.9156 1.8506 -1.2349
H 1.9864 2.5367 0.4640
H 4.8409 -0.9970 -0.1861
H 3.1033 1.2642 0.7012
H -4.0463 0.7029 -1.1946
H -4.3644 -1.3711 0.1355


No. 2
23
Properties=species:S:1:pos:R:3 method="wB97M-V/def2-TZVPD" homo_ev=-8.67 smiles=Cc1ncncc1-c1ccccc1 e_above_lowest_kcal_mol=42.6 lumo_ev=0.27 gap_ev=8.9
N -0.6981 -0.1490 -2.9192
N -0.3585 -2.4284 -2.3728
C -0.7593 -1.4400 -3.2066
C -0.3013 0.3288 -1.8587
C -0.6988 0.7825 1.1483
C 0.0727 -0.5848 -0.8508
C 1.1305 -0.9054 1.4007
C 0.3518 0.4976 3.2751
C -0.0808 1.8404 -1.8852
C 1.1098 -0.5689 2.8053
C 0.1026 -1.9653 -1.1857
C 0.2611 -0.1862 0.5261
C -0.6446 1.1205 2.5572
H -1.2440 1.9069 3.0024
H -1.0879 -1.6221 -4.2223
H -1.5496 1.3669 0.6837
H 1.7006 -1.8449 1.2325
H 1.7975 -0.9116 3.5564
H 0.4565 -2.7691 -0.4866
H 0.5065 0.8257 4.2676
H 0.2931 2.2038 -0.9140
H 0.6108 2.0960 -2.7132
H -0.9706 2.4065 -1.8401


No. 3
22
Properties=species:S:1:pos:R:3 method="wB97M-V/def2-TZVPD" homo_ev="-6.87 / -7.52" e_above_lowest_kcal_mol=132.0 lumo_ev="-1.00 / -0.79" gap_ev="5.9 / 6.7"
S -3.3665 0.1627 0.9120
C 1.4189 -1.4842 0.4398
C -0.8317 -0.4696 0.4838
C -1.7389 0.2911 1.0992
C 0.5707 -0.3334 0.4143
C 0.7778 2.1264 0.1346
C 3.4754 -0.1423 0.7417
C 2.8005 -1.4076 0.6102
C 1.2545 0.9560 0.4204
C 0.2272 3.2029 -0.2440
C -3.8526 -0.8246 -0.6217
C 2.7079 0.9851 0.5405
H -0.2916 3.9207 0.4423
H -3.6961 -0.1186 -1.5824
H 4.4679 -0.0336 0.9793
H 0.3387 3.5581 -1.2836
H 0.8437 -2.3400 0.3110
H -1.1413 -1.5207 0.1105
H -3.3066 -1.8319 -0.5621
H 3.2767 -2.2931 0.5111
H -4.8485 -0.9561 -0.3470
H 3.1865 1.8635 0.8452